1.
Entry from the Open Molecules 2025 dataset: a molecular structure, C27H24BrN2O5PTa (the ωB97M-V functional and the def2-TZVPD basis).

ORCA input file:
```
! wB97M-V def2-TZVPD RIJCOSX def2/J DEFGRID3
* xyz 3 1
Ta 0.398 -0.070 -0.034
N 2.455 -0.527 0.269
C 2.962 -1.391 -0.915
C 2.799 -0.756 -2.299
C 1.352 -0.592 -2.732
O 0.756 -1.116 -3.590
O 0.686 0.317 -1.830
H 3.030 0.323 0.321
H 2.642 -1.038 1.137
H 2.440 -2.345 -0.844
H 4.022 -1.562 -0.733
H 3.289 -1.420 -3.011
H 3.295 0.211 -2.345
Br 2.734 2.721 -1.145
C 1.209 3.162 -0.140
C 0.947 4.508 0.064
C -0.071 4.873 0.926
C -0.781 3.875 1.591
C -0.482 2.569 1.311
N 0.479 2.177 0.422
C -1.185 1.446 1.997
O -1.981 1.532 2.859
O -0.738 0.236 1.483
H 1.560 5.246 -0.435
H -0.291 5.918 1.102
H -1.557 4.093 2.313
O -0.055 -1.846 -0.139
P -0.912 -3.297 0.053
C -0.706 -3.634 1.771
C 0.595 -3.684 2.295
C 0.785 -4.000 3.625
C -0.316 -4.279 4.434
C -1.601 -4.248 3.916
C -1.803 -3.927 2.580
C -2.547 -2.894 -0.431
C -3.157 -3.571 -1.488
C -4.465 -3.260 -1.826
C -5.151 -2.287 -1.116
C -4.544 -1.614 -0.056
C -3.243 -1.914 0.298
C -0.083 -4.427 -0.997
C 0.403 -5.628 -0.459
C 0.989 -6.559 -1.301
C 1.087 -6.299 -2.662
C 0.599 -5.110 -3.198
C 0.004 -4.173 -2.374
H 1.456 -3.522 1.652
H 1.783 -4.052 4.037
H -0.163 -4.535 5.475
H -2.448 -4.479 4.546
H -2.807 -3.911 2.176
H -2.626 -4.342 -2.032
H -4.949 -3.785 -2.639
H -6.174 -2.054 -1.380
H -5.097 -0.872 0.503
H -2.782 -1.415 1.144
H 0.314 -5.838 0.599
H 1.361 -7.491 -0.897
H 1.537 -7.034 -3.316
H 0.664 -4.926 -4.262
H -0.401 -3.262 -2.799
*
```

Properties
Relative energy (zero: lowest compared OMol25 entry of this formula, charge and spin), kcal/mol: 0.0
LUMO level, eV: -10.8
Total energy, eV: -122467.61308
E_HOMO, eV: -17.47


2.
Entry from the Open Molecules 2025 dataset: a single C18H20ClN3OS molecule at a distorted geometry (the ωB97M-V functional and the def2-TZVPD basis).

ORCA input file:
```
! wB97M-V def2-TZVPD RIJCOSX def2/J DEFGRID3
* xyz 0 1
C -3.536 -0.663 -2.334
C -3.102 -0.805 -3.787
C -2.975 0.532 -4.518
C -2.012 1.536 -3.885
H -2.043 2.447 -4.488
H -2.359 1.796 -2.885
C -0.549 1.060 -3.793
N -0.208 0.523 -2.497
C 0.004 1.310 -1.385
N -0.186 2.546 -1.185
H -0.536 3.074 -1.976
C 0.529 0.423 -0.352
C 0.691 -0.818 -0.865
O 1.158 -1.890 -0.234
H 1.376 -1.604 0.683
C 0.255 -0.831 -2.298
H 1.090 -1.083 -2.965
H -0.541 -1.568 -2.459
C 0.857 0.800 0.981
N 1.321 -0.044 1.854
C 1.575 0.553 3.053
C 1.284 1.892 3.070
S 0.676 2.432 1.554
H 1.374 2.579 3.886
C 2.098 -0.245 4.155
C 2.057 -1.637 4.081
C 2.543 -2.418 5.111
C 3.081 -1.806 6.232
C 3.135 -0.424 6.326
C 2.647 0.349 5.292
H 2.703 1.423 5.366
H 3.560 0.039 7.203
Cl 3.692 -2.776 7.527
H 2.506 -3.494 5.048
H 1.631 -2.103 3.207
H -0.355 0.293 -4.544
H 0.116 1.909 -4.004
H -3.962 0.999 -4.563
H -2.658 0.338 -5.546
H -2.152 -1.340 -3.837
H -3.838 -1.411 -4.320
H -3.705 -1.643 -1.894
H -2.779 -0.153 -1.743
H -4.463 -0.096 -2.269
*
```

Properties
Relative energy (zero: lowest compared OMol25 entry of this formula, charge and spin), kcal/mol: 1.3
SMILES string: [H]/N=C1/C(c2nc(-c3ccc(Cl)cc3)cs2)=C(O)CN1CCCCC
LUMO level, eV: 0.5
Total energy, eV: -48866.90605
E_HOMO, eV: -7.87


3.
Entry from the Open Molecules 2025 dataset: a molecular structure, C13H35AsCl8F6O12P3 at a distorted geometry (the ωB97M-V functional and the def2-TZVPD basis).

ORCA input file:
```
! wB97M-V def2-TZVPD RIJCOSX def2/J DEFGRID3
* xyz 0 2
As 0.938 0.741 -0.692
F -0.578 1.189 -1.754
F 1.795 0.290 -2.213
F 2.347 0.348 0.342
F -0.031 1.195 0.829
F 0.338 -0.909 -0.493
F 1.479 2.434 -0.895
C 1.170 -0.904 3.612
O 2.229 -1.790 3.755
P 2.079 -3.461 3.860
O 1.677 -3.923 5.226
O 1.065 -3.843 2.645
C 1.321 -3.370 1.291
O 3.575 -4.013 3.393
C 4.671 -3.813 4.328
H 0.252 -1.354 3.235
H 1.493 -0.089 2.964
H 0.908 -0.574 4.618
H 1.929 -2.466 1.264
H 0.399 -3.257 0.721
H 1.831 -4.198 0.799
H 5.480 -3.109 4.132
H 5.223 -4.747 4.431
H 4.394 -3.553 5.350
C -4.377 3.626 -0.936
O -4.859 4.581 -0.049
P -3.960 5.842 0.355
O -4.055 6.977 -0.584
O -4.466 6.107 1.881
C -5.727 6.660 2.142
O -2.429 5.301 0.767
C -2.316 4.105 1.591
H -3.714 4.079 -1.673
H -5.115 3.180 -1.602
H -3.939 2.745 -0.466
H -5.706 7.416 2.927
H -6.393 5.882 2.515
H -6.147 7.247 1.326
H -3.278 3.594 1.597
H -2.118 4.089 2.663
H -1.609 3.344 1.259
C 1.663 -2.808 -3.442
O 0.333 -3.013 -3.884
P -0.495 -4.447 -3.587
O -1.945 -4.409 -3.886
O -0.149 -5.013 -2.116
C -0.683 -6.212 -1.612
O 0.230 -5.346 -4.662
C -0.027 -5.195 -6.051
H 2.332 -2.767 -4.302
H 2.023 -3.600 -2.787
H 1.710 -1.799 -3.033
H -1.768 -6.138 -1.683
H -0.503 -6.406 -0.554
H -0.458 -7.045 -2.277
H 0.815 -4.673 -6.506
H -0.913 -4.657 -6.388
H 0.045 -6.185 -6.502
C 2.583 2.442 2.564
Cl 2.693 4.111 1.802
Cl 2.952 2.773 4.238
H 1.537 2.139 2.595
H 3.301 1.758 2.112
C -3.131 -0.761 1.277
Cl -3.558 0.779 1.953
Cl -4.131 -2.038 2.000
H -3.577 -0.767 0.283
H -2.064 -0.981 1.251
C 5.291 1.107 -2.295
Cl 3.914 2.148 -2.713
Cl 5.873 1.515 -0.579
H 4.982 0.062 -2.273
H 6.146 1.110 -2.970
C -0.116 4.380 -2.020
Cl -1.399 4.911 -3.239
Cl 0.630 5.764 -1.371
H -0.499 3.823 -1.165
H 0.591 3.836 -2.646
*
```

Properties
LUMO level (alpha / beta), eV: -0.4 / -8.0
Total energy, eV: -243810.65944
E_HOMO (alpha / beta), eV: -10.17 / -10.17